A | A cluster of 2 separate species, C12H17N in total, computed with ωB97M-V/def2-TZVPD.

XYZ file:
```
30
Properties=species:S:1:pos:R:3:mulliken_charge:R:1
C -0.0618 -3.0155 -0.1791 0.093
C 0.9868 -3.4522 -1.1910 -1.190
C -1.5773 -3.2183 -0.4345 -0.973
H 0.0738 -2.0134 -0.0599 -0.030
H 0.1841 -3.5212 0.8276 0.280
H 0.8778 -3.0094 -2.1977 0.283
H 1.9934 -3.1877 -0.8892 0.356
H -2.0060 -3.7393 0.4129 0.293
H 1.0112 -4.5822 -1.2443 0.334
H -1.6593 -3.9465 -1.2319 0.319
H -2.1211 -2.3108 -0.6907 0.255
C -1.5094 2.8745 2.2856 -1.187
C 1.2957 1.8574 -0.0261 -0.348
C -0.0933 1.7363 0.4070 1.100
C -0.2127 2.3967 1.7191 0.525
C 1.0607 2.7847 2.1071 -0.440
C 1.6555 1.3333 -1.2625 -0.540
C 0.7264 0.7333 -2.0997 -0.517
C -0.6677 0.7474 -1.6318 -0.548
C -1.0651 1.2215 -0.4331 -0.162
N 1.9989 2.3818 1.1402 0.001
H 2.6907 1.5362 -1.6479 0.321
H 0.9110 0.3216 -3.1018 0.475
H 2.9822 2.4992 1.1804 0.201
H -1.3901 0.2385 -2.3410 0.330
H 1.2960 3.4078 2.9775 0.421
H -1.9974 0.9807 0.1743 0.292
H -1.5877 2.3502 3.3401 0.328
H -2.3131 2.6454 1.6643 0.383
H -1.4821 3.9501 2.4261 0.346
```

The spin multiplicity is 2. As for the net charge: +1. Its gap between HOMO and LUMO (alpha / beta) is 9.52 / 6.00 eV.

---

B | A cluster of 2 separate species, C12H17N in total, computed with ωB97M-V/def2-TZVPD.

XYZ file:
```
30
Properties=species:S:1:pos:R:3:mulliken_charge:R:1
C -2.9454 0.6633 -2.0111 -1.558
C -0.4953 1.0827 -1.0937 0.735
C -1.5888 0.3205 -1.5450 0.850
C 0.6120 0.2018 -1.0461 -0.209
C -1.1211 -0.9927 -1.7712 -0.601
C -0.3190 2.4003 -0.6564 -0.162
C 0.8780 2.9246 -0.2474 -0.755
C 1.9935 2.0992 -0.4432 -0.427
C 1.8455 0.7360 -0.7455 -0.591
N 0.2116 -1.0387 -1.6089 0.098
H -1.2119 3.0392 -0.7841 0.390
H 1.0308 3.9735 -0.0486 0.417
H 2.9921 2.4876 -0.5155 0.414
H -3.0616 1.1102 -2.9992 0.334
H -3.5750 1.2777 -1.3687 0.383
H -1.7792 -1.8282 -1.9576 0.365
H 0.7186 -1.8876 -1.3956 0.383
H 2.8093 0.2279 -0.7269 0.471
H -3.6852 -0.1355 -2.1287 0.426
C 0.3340 -1.0389 2.4495 -0.073
C 1.8403 -1.4056 2.4324 -1.014
C -0.5128 -2.0395 1.6062 -0.768
H 0.2747 -0.1367 1.8792 0.017
H 0.0317 -0.9398 3.4842 0.424
H 2.3892 -1.0301 1.5648 0.151
H 2.3633 -0.7460 3.1907 0.329
H -1.1931 -1.5674 0.8189 0.024
H 1.9759 -2.4801 2.4826 0.370
H -1.0284 -2.7686 2.2370 0.386
H 0.2162 -2.5094 0.9479 0.191
```

The spin multiplicity is 2. As for the net charge: +1. Its gap between HOMO and LUMO (alpha / beta) is 9.23 / 6.67 eV.

---

Most stable: B (next structure +0.488 eV)

---

A | A structure of composition C5H6ClN, computed with ωB97M-V/def2-TZVPD.

XYZ file:
```
13
Properties=species:S:1:pos:R:3:mulliken_charge:R:1
C -0.3906 -0.3859 -0.6140 0.052
C 0.9894 0.3163 -0.6614 -0.355
C -0.7876 1.0588 -0.1443 -0.118
C 0.0933 1.0683 1.1223 -0.509
C 1.2522 0.6129 0.7660 -0.404
H -0.7792 -0.5243 -1.6028 0.363
H 1.7559 0.0771 -1.3318 0.508
H 0.0495 1.5603 -2.1604 0.281
H -1.8878 1.3744 -0.3766 0.359
H 0.1138 1.5912 2.1777 0.251
H 2.1176 0.3880 1.4086 0.354
N 0.2812 1.5919 -1.0973 -0.572
Cl -0.6046 -1.8607 0.3973 -0.211
```

As for the net charge: 0. Its gap between HOMO and LUMO is 10.42 eV.

---

B | An isolated molecule of C5H6ClN, computed with ωB97M-V/def2-TZVPD.

XYZ file:
```
13
Properties=species:S:1:pos:R:3:mulliken_charge:R:1
Cl 0.9110 -0.9662 -2.2412 -0.203
C 1.0217 0.0700 -0.8559 0.242
C 0.9860 -0.9587 0.2133 -0.538
C 0.1502 -0.7845 1.1577 -0.433
C -0.8481 0.3328 0.8497 -0.108
N -1.4630 0.2199 -0.6255 -0.557
C -0.2449 1.0373 -0.3999 -0.109
H 2.0778 0.6087 -0.9261 0.299
H 1.2631 -1.9774 0.3188 0.275
H -0.0801 -1.5937 1.9622 0.273
H -1.2946 1.0402 1.6994 0.295
H -2.4539 0.7132 -0.8253 0.258
H -0.0251 2.2584 -0.3272 0.306
```

The SMILES is Cl[C@@H]1C=C[C@@H]2N[C@H]12. As for the net charge: 0. Its gap between HOMO and LUMO is 10.16 eV.

---

Most stable: A (next structure +0.928 eV)

---

A | An isolated molecule of C26H23N3O4S, computed with ωB97M-V/def2-TZVPD.

XYZ file:
```
57
Properties=species:S:1:pos:R:3:mulliken_charge:R:1
C 5.0000 2.7604 2.2059 -1.170
C 4.7169 2.0613 0.8741 -1.127
C 3.2475 1.7933 0.7284 1.304
C 2.4055 2.7330 0.1429 -0.549
C 1.0501 2.4960 0.0287 -0.843
C 0.4932 1.3151 0.5181 0.447
C -0.9380 1.0463 0.3299 0.287
C -1.6532 0.2471 1.2496 0.279
C -2.9582 -0.0880 0.9877 -0.254
C -3.6745 -1.0089 1.9283 -0.320
O -4.6835 -0.7297 2.5329 -0.631
N -3.0409 -2.2114 2.1081 -0.078
C -1.8959 -2.6129 1.4050 -0.515
C -1.9021 -2.5763 0.0101 0.281
C -0.7310 -2.7737 -0.6953 -0.801
C 0.4398 -2.9966 0.0035 -0.069
S 2.0034 -2.9653 -0.8539 1.407
O 3.0620 -3.0161 0.1113 -0.716
O 2.0323 -3.8632 -1.9573 -0.653
N 2.0716 -1.3531 -1.4191 -0.217
C 1.3784 -0.8487 -2.4851 0.851
C 1.7376 0.5669 -2.8577 -0.930
O 0.5247 -1.4894 -3.0449 -0.610
C 0.4446 -3.1395 1.3784 -0.836
C -0.7325 -2.9695 2.0853 -0.357
C -3.5860 0.4475 -0.1639 1.357
C -4.9249 0.1921 -0.5169 -0.690
C -5.4563 0.7487 -1.6477 -0.738
C -4.6746 1.5708 -2.4754 -0.527
C -3.3697 1.8318 -2.1651 -0.669
C -2.7897 1.2780 -1.0042 -0.391
N -1.4961 1.5385 -0.7510 -0.459
C 1.3318 0.3804 1.1202 -0.309
C 2.6909 0.6156 1.2148 -1.336
H 6.0640 2.9569 2.3125 0.388
H 4.6766 2.1368 3.0361 0.326
H 4.4644 3.7056 2.2587 0.329
H 5.2706 1.1210 0.8382 0.358
H 5.0620 2.6962 0.0555 0.399
H 2.8215 3.6558 -0.2352 0.420
H 0.3994 3.2200 -0.4374 0.392
H -1.1661 -0.0935 2.1502 0.937
H -3.3577 -2.7687 2.8912 0.306
H -2.8218 -2.3616 -0.5117 0.658
H -0.7043 -2.7186 -1.7715 0.643
H 2.7398 -0.7755 -0.9330 0.212
H 1.1397 1.2398 -2.2439 0.047
H 2.7901 0.7740 -2.6888 0.365
H 1.4826 0.7329 -3.9005 0.389
H 1.3790 -3.3475 1.8753 0.500
H -0.7425 -3.0516 3.1622 0.436
H -5.5265 -0.4289 0.1296 0.427
H -6.4859 0.5582 -1.9115 0.413
H -5.1167 1.9963 -3.3641 0.399
H -2.7510 2.4578 -2.7883 0.471
H 0.9317 -0.5532 1.4859 0.389
H 3.3279 -0.1323 1.6653 0.379
```

The SMILES is CCc1ccc(-c2cc(C(=O)Nc3ccc(S(=O)(=O)NC(C)=O)cc3)c3ccccc3n2)cc1. As for the net charge: 0. Its gap between HOMO and LUMO is 8.31 eV.

---

B | An isolated molecule of C26H23N3O4S, computed with ωB97M-V/def2-TZVPD.

XYZ file:
```
57
Properties=species:S:1:pos:R:3:mulliken_charge:R:1
C -3.1620 -3.0130 3.0027 -1.662
C -2.7940 -2.5686 1.6200 0.992
C -1.6361 -3.0454 1.0180 -0.788
C -1.2758 -2.6549 -0.2631 0.837
C 0.0058 -3.1319 -0.8721 -1.423
C -2.0934 -1.7683 -0.9497 -0.165
C -3.2475 -1.2727 -0.3541 -0.753
N -4.0632 -0.3515 -1.0331 -0.215
S -4.5073 1.1077 -0.3603 1.309
O -5.0382 0.8979 0.9489 -0.637
O -5.3270 1.7550 -1.3418 -0.702
C -2.9796 2.0539 -0.2316 0.178
C -3.0229 3.3906 -0.6137 -0.735
C -1.8885 4.1651 -0.5377 -1.123
C -0.6832 3.5970 -0.1054 0.115
N 0.4600 4.3480 -0.0367 -0.035
C 1.6398 3.8028 0.3418 -0.025
C 1.7809 2.4866 0.6289 0.210
C 3.1052 1.9916 1.1078 -0.338
O 3.7326 2.5941 1.9628 -0.682
N 3.5535 0.8239 0.5907 0.166
C 4.6624 0.1299 1.2434 -0.845
C 4.6034 -1.3037 0.7045 -0.836
C 3.7573 -1.1552 -0.5263 1.024
C 3.5455 -2.0446 -1.5547 -0.661
C 2.7278 -1.6640 -2.6122 -0.680
C 2.1502 -0.4072 -2.6291 -0.759
C 2.3597 0.4968 -1.5970 -0.304
C 3.1496 0.1049 -0.5303 -0.108
C 0.6263 1.5873 0.6548 1.119
O 0.6802 0.4104 0.9698 -0.778
C -0.6370 2.2407 0.2573 -0.294
C -1.8120 1.4854 0.2130 0.042
C -3.6020 -1.6817 0.9253 -0.214
H -2.3316 -2.8481 3.6872 0.352
H -3.3921 -4.0781 3.0082 0.368
H -4.0294 -2.4682 3.3646 0.350
H -0.9996 -3.7286 1.5613 0.434
H 0.8133 -2.4630 -0.5737 0.031
H -0.0495 -3.1293 -1.9579 0.404
H 0.2507 -4.1346 -0.5304 0.468
H -1.8237 -1.4465 -1.9466 0.285
H -3.8453 -0.2311 -2.0107 0.352
H -3.9596 3.7902 -0.9677 0.510
H -1.9151 5.2086 -0.8156 0.366
H 0.4063 5.3312 -0.2615 0.222
H 2.4901 4.4683 0.3860 0.446
H 4.5382 0.2000 2.3247 0.417
H 5.6038 0.6231 0.9766 0.314
H 5.5926 -1.7028 0.4831 0.376
H 4.1160 -1.9746 1.4158 0.281
H 4.0122 -3.0181 -1.5430 0.437
H 2.5530 -2.3486 -3.4281 0.422
H 1.5323 -0.1135 -3.4648 0.440
H 1.9212 1.4811 -1.6455 0.460
H -1.7588 0.4545 0.5251 0.610
H -4.4956 -1.2790 1.3720 0.427
```

The SMILES is Cc1cc(C)cc(NS(=O)(=O)c2ccc3[nH]cc(C(=O)N4CCc5ccccc54)c(=O)c3c2)c1. As for the net charge: 0. Its gap between HOMO and LUMO is 8.09 eV.

---

Most stable: A (next structure +0.192 eV)

---

A | A cluster of 2 separate species, CHFNO3S in total, computed with ωB97M-V/def2-TZVPD.

XYZ file:
```
8
Properties=species:S:1:pos:R:3:mulliken_charge:R:1
C 1.3021 0.8748 -0.0458 0.155
N 2.2547 0.1109 0.2352 -0.578
O -0.9288 -1.7254 0.2550 -0.474
O -2.1652 -0.3145 -1.4003 -0.528
O -2.4229 0.1382 1.0510 -0.514
F 1.4547 2.2734 -0.1762 -0.204
S -1.5977 -0.4585 -0.0211 0.816
H 2.1030 -0.8988 0.1021 0.327
```

As for the net charge: -1. Its gap between HOMO and LUMO (alpha / beta) is 6.12 / 8.72 eV.

---

B | A cluster of 2 separate species, CHFNO3S in total, computed with ωB97M-V/def2-TZVPD.

XYZ file:
```
8
Properties=species:S:1:pos:R:3:mulliken_charge:R:1
C 0.4352 0.5289 0.0800 0.407
N -0.0607 1.4146 0.7503 -0.447
O -1.7553 -0.5372 -0.7902 -0.602
O -0.7144 -1.4075 1.2499 -0.589
O 0.1499 -2.0125 -1.0367 -0.618
F 2.0437 0.8976 -0.7306 -0.533
S -0.5699 -1.0781 -0.1512 1.069
H 0.4714 2.1942 0.6286 0.313
```

As for the net charge: -1. Its gap between HOMO and LUMO is 9.76 eV.

---

Most stable: B (next structure +1.076 eV)